Entry 1:
Computed, not measured: an isolated molecule of C7H15N, with ωB97M-V/def2-TZVPD.

Bonds (Å) are listed after each position.
Positions of all 23 atoms, in Å:
1 C 0.59 -1.42 -1.02  H3 1.107, C12 1.525, C16 1.309
2 H -2.21 -1.47 -0.83  C17 1.158
3 H 1.65 -1.11 -1.04  C1 1.107
4 H -0.59 -2.91 -2.11  C12 1.137
5 H -1.05 1.63 0.07  C15 1.108
6 H -0.18 -0.02 1.92  C22 1.138
7 H 0.75 3.33 1.75  C23 1.080
8 H 1.81 2.37 -0.37  N19 1.029
9 H -2.25 -0.75 0.79  C17 1.161
10 H -0.88 2.90 2.01  C23 1.052
11 H 0.73 -2.31 -3.07  C12 1.122
12 C 0.49 -2.58 -2.01  C1 1.525, H4 1.137, H11 1.122, H21 1.112
13 H 0.38 1.86 2.60  C23 1.071
14 H 1.39 -0.11 1.08  C22 1.158
15 C -0.01 1.65 0.44  H5 1.108, N19 1.419, C22 1.616, C23 1.602
16 C -0.22 -0.93 -0.13  C1 1.309, C17 1.522, C22 1.532
17 C -1.61 -1.48 0.16  H2 1.158, H9 1.161, C16 1.522, H18 1.141
18 H -1.58 -2.54 0.59  C17 1.141
19 N 0.86 2.06 -0.60  H8 1.029, C15 1.419, H20 0.926
20 H 0.44 2.66 -1.18  N19 0.926
21 H 1.16 -3.41 -1.71  C12 1.112
22 C 0.27 0.12 0.88  H6 1.138, H14 1.158, C15 1.616, C16 1.532
23 C 0.06 2.50 1.80  H7 1.080, H10 1.052, H13 1.071, C15 1.602

Values from the calculation:
- spin multiplicity = 1
- strongest force on any atom (eV Å⁻¹) = 4.83
- electronic energy (eV) = -8990.744
- SMILES = C/C=C(\C)C[C@@H](C)N

=====

Entry 2:
Computed, not measured: an isolated molecule of C7H15N, with ωB97M-V/def2-TZVPD.

Bonds (Å) are listed after each position.
Positions of all 23 atoms, in Å:
1 N -0.16 0.17 0.45  C3 1.488, H12 1.011, C15 1.474
2 H 0.65 2.08 0.59  C15 1.096
3 C 0.64 -0.43 -0.65  N1 1.488, H4 1.118, H6 1.108, C7 1.544
4 H 1.21 0.38 -1.17  C3 1.118
5 H -1.05 1.90 1.21  C15 1.104
6 H 0.04 -0.74 -1.52  C3 1.108
7 C 1.47 -1.60 -0.07  C3 1.544, H9 1.128, H13 1.080, C23 1.485
8 C -0.86 2.12 -0.95  C10 1.563, C15 1.541, H16 1.083, H18 1.088
9 H 2.51 -1.39 -0.46  C7 1.128
10 C -2.35 1.68 -1.12  C8 1.563, H11 1.094, H14 1.101, H17 1.101
11 H -2.89 1.51 -0.18  C10 1.094
12 H -1.04 -0.33 0.49  N1 1.011
13 H 1.23 -2.52 -0.58  C7 1.080
14 H -2.25 0.71 -1.61  C10 1.101
15 C -0.33 1.63 0.42  N1 1.474, H2 1.096, H5 1.104, C8 1.541
16 H -0.14 1.75 -1.67  C8 1.083
17 H -2.87 2.31 -1.86  C10 1.101
18 H -0.91 3.20 -1.11  C8 1.088
19 H 1.52 -3.14 3.03  C22 1.095
20 H 1.09 -3.80 1.40  C22 1.066
21 H 1.64 -0.83 2.00  C23 1.097
22 C 1.37 -2.94 1.96  H19 1.095, H20 1.066, C23 1.329
23 C 1.48 -1.73 1.41  C7 1.485, H21 1.097, C22 1.329

Values from the calculation:
- spin multiplicity = 1
- strongest force on any atom (eV Å⁻¹) = 2.51
- electronic energy (eV) = -8990.705
- SMILES = C=CCCNCCC

=====

Entry 3:
Computed, not measured: an isolated molecule of C7H15N, with ωB97M-V/def2-TZVPD.

Bonds (Å) are listed after each position.
Positions of all 23 atoms, in Å:
1 H -1.87 0.83 1.74  C15 1.126
2 H 1.93 0.82 0.11  C20 1.130
3 C -0.14 -0.57 1.53  H10 1.170, C13 1.568, C15 1.556, H19 1.099
4 H 0.05 2.22 1.18  N22 1.008
5 H 2.18 2.06 -0.87  C20 1.038
6 C -0.82 -1.56 -1.46  H11 1.073, C12 1.325, H16 1.073
7 H -0.93 -2.73 0.94  C13 1.123
8 H -1.63 0.00 0.14  C15 1.183
9 H 0.16 2.89 -1.10  C17 1.080
10 H -0.40 -0.65 2.67  C3 1.170
11 H -0.57 -1.42 -2.49  C6 1.073
12 C 0.12 -1.83 -0.57  C6 1.325, C13 1.468, H14 1.060
13 C -0.09 -2.00 0.88  C3 1.568, H7 1.123, C12 1.468, H23 1.085
14 H 1.11 -1.73 -0.92  C12 1.060
15 C -1.05 0.58 1.00  H1 1.126, C3 1.556, H8 1.183, N22 1.430
16 H -1.77 -1.16 -1.15  C6 1.073
17 C 0.11 1.85 -0.84  H9 1.080, H18 1.119, C20 1.533, N22 1.514
18 H -0.62 1.36 -1.54  C17 1.119
19 H 0.90 -0.23 1.56  C3 1.099
20 C 1.52 1.26 -0.85  H2 1.130, H5 1.038, C17 1.533, H21 1.173
21 H 1.62 0.59 -1.81  C20 1.173
22 N -0.59 1.84 0.51  H4 1.008, C15 1.430, C17 1.514
23 H 0.79 -2.44 1.34  C13 1.085

Values from the calculation:
- spin multiplicity = 1
- strongest force on any atom (eV Å⁻¹) = 4.14
- electronic energy (eV) = -8989.715
- SMILES = C=CCCCNCC

=====

It is found that the E_LUMO values, taken in the order of the records, are 1.1; 1.1; 1.1 eV.